# 1
ORCA calculation (the ωB97M-V functional and the def2-TZVPD basis) on a gas-phase ion, C2H7N4O (charge +1).

charge: +1
SMILES: CN/[NH+]=N\C(N)=O
2S+1: 1

Atoms and positions in Å:
C: -0.130 -0.475 1.553
C: 0.142 1.179 -0.967
N: 0.657 -1.211 -0.606
N: 0.092 -1.533 0.443
N: 0.944 -0.074 -1.235
N: -1.082 -0.873 2.405
O: 0.604 0.455 1.656
H: 0.353 1.916 -1.789
H: -0.802 0.950 -0.489
H: 0.517 1.778 -0.217
H: 1.027 -2.104 -1.080
H: 1.398 -0.154 -2.061
H: -1.598 -1.708 2.116
H: -1.478 -0.262 3.255

Atomic forces in eV per Å
C -0.08 -0.29 0.19
C 1.26 -0.28 -1.38
N 1.26 -1.76 -1.39
N -0.47 1.32 1.37
N -3.19 1.44 4.62
N -1.75 0.45 1.25
O 0.51 0.34 -0.32
H -1.37 -1.38 -0.07
H -0.82 -0.20 -1.29
H 1.77 0.59 2.14
H -0.49 1.74 0.20
H 1.67 -0.71 -3.02
H 0.09 0.53 0.56
H 1.62 -1.81 -2.87

=====

# 2
ORCA calculation (the ωB97M-V functional and the def2-TZVPD basis) on C2H7N5O in the gas phase.

charge: 0
SMILES: C=NN/C(=N/O)NN
2S+1: 1

Atoms and positions in Å:
C: -0.375 0.323 -0.067
C: 3.048 0.017 0.142
H: -2.955 -0.381 -0.461
H: -2.183 -1.277 0.902
H: -0.334 -1.863 -0.600
H: 1.396 -0.701 0.150
H: 2.521 -1.117 0.562
H: 4.294 0.227 0.157
H: -2.522 2.520 0.106
N: -2.362 -1.139 -0.001
N: -0.948 -0.834 -0.332
N: 1.042 0.162 -0.161
N: 2.128 0.874 -0.422
N: -0.730 1.483 0.158
O: -2.020 1.706 -0.134

Atomic forces in eV per Å
C 4.83 -0.33 -0.93
C 2.28 1.56 -1.17
H 1.09 -1.27 1.96
H -1.40 0.08 4.81
H -2.38 4.84 0.94
H -1.70 -1.38 0.44
H 3.10 3.07 -0.70
H -4.03 -0.65 -0.27
H 2.19 -0.50 0.45
N 1.78 1.44 -5.92
N -1.21 -6.47 -2.21
N -4.15 -0.57 -0.82
N 3.77 -3.35 3.42
N 0.32 4.01 1.26
O -4.50 -0.47 -1.27

=====

# 3
ORCA calculation (the ωB97M-V functional and the def2-TZVPD basis) on C2H7N5O in the gas phase.

charge: 0
SMILES: [H]/N=C(\NN)N/C=N\O
2S+1: 1

Atoms and positions in Å:
C: -0.558 0.790 0.144
C: 1.859 0.826 -0.450
H: -2.635 -1.169 0.394
H: -2.109 -1.818 -1.154
H: 0.010 -1.104 0.213
H: -2.220 0.873 0.833
H: 0.668 2.450 -0.222
H: 2.463 1.481 -1.026
H: 2.127 -2.023 0.769
N: -2.021 -1.079 -0.433
N: -0.729 -0.550 -0.283
N: -1.467 1.472 0.695
N: 0.677 1.432 -0.113
N: 2.353 -0.362 -0.142
O: 1.584 -1.218 0.774

Atomic forces in eV per Å
C -1.14 -0.19 -0.12
C -0.60 -2.84 1.68
H 0.96 -0.32 -0.64
H 0.37 1.00 1.07
H -1.17 -0.04 -0.79
H -2.01 -0.88 0.19
H -0.45 -0.81 0.27
H 1.02 -0.03 -0.47
H -0.12 0.46 -0.07
N -0.59 0.27 0.09
N 1.74 -0.14 0.30
N 1.48 1.51 -0.15
N 0.14 -0.66 -0.23
N -0.51 1.52 -0.37
O 0.88 1.15 -0.78

=====

Calculated HOMO-LUMO gap, 0.3519, 0.3096, 0.3516 Eh (same order as the records).
Calculated HOMO, -14.99, -7.89, -8.81 eV (same order as the records).